[1]
The following is a DFT calculation (ωB97M-V/def2-TZVPD) of a structure of composition C62H54F3N4O6P3S3Tl.

```
136
Properties=species:S:1:pos:R:3:forces:R:3
H 1.08267 -4.41388 -2.94005 0.1 0.0 0.1
H -5.66973 2.54202 -2.74285 0.0 0.1 0.0
S 1.32467 4.40462 1.38425 0.2 0.4 0.2
O -2.98543 2.14012 0.99155 0.3 -0.7 0.2
H 5.76247 2.81102 2.33545 0.1 0.0 0.1
C -4.74273 -3.40538 1.74715 -0.1 0.0 -0.1
C 3.43797 1.59042 1.96975 -0.3 -0.7 0.9
N -0.88623 2.35532 3.78175 -0.4 0.5 1.2
H 0.67427 -0.88938 -4.56235 -0.2 0.1 0.0
C 0.25047 3.92342 2.65015 0.1 0.2 0.7
C 4.33497 -1.76018 -2.63145 0.4 0.1 0.0
N 2.33167 1.03692 1.67505 0.1 0.0 0.2
C 1.87127 -4.94908 0.72005 -0.1 0.0 -0.1
C -3.43153 -0.15168 7.31455 0.1 0.1 -0.1
C -2.96453 1.14222 7.25525 0.0 0.1 0.0
C -0.01493 4.44982 -3.96075 0.0 0.0 0.0
F -3.12523 4.15262 2.89835 0.0 -0.2 -0.1
H -0.37183 -5.66878 -6.73935 0.0 0.0 -0.1
H -2.49363 -1.97238 -2.81445 0.0 0.0 0.2
P 1.98447 1.89852 -0.69625 -0.4 -0.1 -1.1
C 3.73377 -0.63238 -3.49065 0.2 0.3 0.0
C -2.29793 1.62132 6.12105 0.0 -0.4 -0.1
C 0.26257 -4.51158 -3.62915 -0.1 0.1 0.1
C 6.04497 3.76672 0.44165 0.0 0.0 0.0
O -3.48163 3.73992 -0.80065 -0.2 0.1 -0.2
C 1.38937 4.30992 -2.01955 0.0 -0.1 0.0
C 0.74017 5.06562 -2.97755 0.0 0.1 0.0
H 0.05087 -4.73218 -1.14055 0.0 0.1 0.1
P 0.42667 -2.53808 -0.01015 0.9 -1.0 -0.9
H 1.55117 6.76572 0.97755 0.0 0.0 0.0
H -0.52553 5.04192 -4.70295 -0.1 0.1 -0.1
O -1.91883 2.90142 6.12515 -0.1 0.3 0.3
H 2.80967 -1.81598 -5.11775 0.0 0.0 0.0
C 3.24047 -5.05838 2.69555 0.0 0.1 0.0
C 0.48147 -5.09978 -4.85815 0.0 0.0 0.0
H 4.42847 -2.16368 -0.42445 0.0 0.0 0.0
H -2.38143 -1.21688 4.28375 0.0 0.0 0.1
H -4.76523 -2.43888 -0.15295 0.0 0.0 0.0
O -1.30173 3.72742 0.28905 0.2 -0.3 -0.2
C 1.55187 -3.61798 0.98885 -0.4 0.4 0.3
H 3.19487 1.48352 -3.25475 -0.1 0.1 0.0
H 1.96057 4.80032 -1.24475 0.0 0.1 0.0
F -4.63423 4.89242 1.55015 -0.1 -0.1 -0.2
H 4.40737 -0.29438 -4.27595 0.0 0.0 0.0
C 0.53637 2.30852 -3.03655 0.1 0.0 0.1
C -0.54673 -5.20718 -5.78025 -0.1 0.0 -0.1
C 3.17527 0.52602 -2.75255 0.1 0.1 0.2
H 0.81607 6.14142 -2.95345 0.0 0.1 0.0
C -2.14653 -2.47078 2.00425 0.0 0.1 0.0
H -0.15583 6.23172 1.02055 0.0 0.1 0.0
H 0.47557 1.23022 -3.06485 0.0 -0.1 0.0
C 3.73707 -1.91048 -1.22415 0.4 0.1 0.3
C 1.55687 -1.95628 -1.39985 -0.7 -0.1 0.3
C 4.12187 2.43272 1.01685 0.2 0.4 -0.7
C -0.56433 -3.87518 -0.87845 0.0 0.0 0.3
C -3.76403 1.57652 -2.85155 0.0 0.0 -0.1
H 2.95897 -6.67648 1.32135 0.0 -0.1 0.0
C -3.30993 -0.03748 -1.12175 0.4 -0.1 0.1
C -4.18143 -2.65158 0.73305 -0.1 0.0 -0.1
C 2.71527 -5.65198 1.56095 0.0 -0.1 -0.1
C -1.24703 1.07132 3.88355 0.4 1.2 -0.2
C -3.25143 -1.01088 6.23385 0.0 -0.2 -0.1
C 5.35317 2.99312 1.35315 -0.2 -0.2 0.0
C -2.31193 -2.52038 -1.88415 0.4 0.1 -0.3
H 2.50747 -0.79818 0.22705 0.1 0.0 0.0
H -0.71783 2.58572 -4.74205 0.0 -0.1 -0.1
H 6.06597 4.56542 -1.54015 0.0 0.1 -0.1
H 3.55647 -3.66968 -3.70075 0.0 -0.1 0.0
C 2.67027 -1.64618 -4.05095 -0.3 -0.2 -0.2
H -3.02613 -3.79598 -3.97485 -0.1 0.0 0.0
H -0.23713 -1.05988 -2.29295 -0.1 0.1 -0.2
C -2.70113 -3.25978 2.99845 0.0 -0.2 0.0
P -2.08753 -1.24688 -0.49865 -1.5 -0.1 0.0
C -5.00303 1.82862 -2.28455 0.0 -0.1 0.0
C 3.57647 2.67142 -0.25305 -0.2 0.1 0.5
C -2.92023 0.65352 -2.27175 0.0 -0.1 0.0
H 0.85997 0.15632 2.61785 0.0 0.4 0.0
H -1.31243 -4.20958 -0.14105 0.2 -0.1 0.0
N -0.09683 2.69132 2.76995 0.2 -1.0 -1.4
C 2.92137 -3.74178 2.97935 0.1 0.0 0.1
C -2.05083 0.72762 5.05625 -0.2 -0.1 0.1
C 3.29547 -2.75178 -3.18335 -0.1 -0.4 -0.3
H 1.85027 -2.00498 2.37985 0.0 0.0 0.0
H -3.64423 -2.01528 6.25975 0.0 -0.1 0.0
C 2.71097 -2.91178 -1.77325 -0.1 -0.5 0.1
C -2.55613 -0.57368 5.13115 0.0 0.2 0.1
C 5.51707 3.97572 -0.82265 0.1 0.0 0.1
O 1.84797 0.15422 2.62045 0.5 0.1 0.2
C -0.99763 -4.01098 -3.29235 0.0 -0.3 -0.5
H 3.89267 3.61512 -2.15645 0.0 0.0 0.0
C 1.26007 -1.29358 -3.75055 -0.1 -0.1 -0.2
O -0.90603 0.21072 3.02505 0.3 -0.8 -1.0
H -5.75993 -3.75598 1.65095 -0.1 0.0 0.0
C 2.08227 -3.03218 2.13765 0.0 0.1 0.0
C 0.74177 6.49742 2.97245 0.0 -0.3 0.3
H -1.14553 -2.07488 2.11715 0.0 0.0 0.1
C -3.33763 4.63822 1.67305 0.2 0.0 0.3
S -2.72853 3.42922 0.36965 -0.7 1.7 0.3
C -1.80313 -4.72438 -5.45195 0.1 0.0 -0.2
H 2.66557 -3.93128 -1.40075 -0.1 0.0 0.0
H -3.23683 -3.04398 -1.59395 0.0 0.3 0.1
H -3.45373 2.11692 -3.73205 0.0 0.0 -0.1
C 0.75847 -1.41418 -2.53045 -0.2 -0.1 0.0
C -0.12093 3.06882 -3.98345 -0.1 0.0 0.0
C 2.64187 0.39722 -1.53615 -0.1 0.3 0.2
H 1.72857 6.55572 3.43175 0.0 0.1 -0.1
H -4.44213 -4.31488 3.65995 0.0 -0.1 0.1
H -1.54503 3.12672 5.24725 0.1 -0.3 -0.1
H 1.48757 -5.47498 -0.14155 -0.1 0.0 0.0
H 3.31787 -3.25868 3.85985 0.0 0.0 0.1
C -4.51623 0.27812 -0.51065 0.0 -0.1 0.0
H 6.99637 4.19662 0.71545 0.1 0.0 0.0
H 1.46707 -5.47048 -5.09785 0.1 0.0 0.0
Tl -0.63963 1.21792 0.65995 0.4 0.2 0.5
H -3.11023 1.82372 8.07775 0.0 0.1 0.1
H 5.40497 -1.91978 -2.72565 0.0 0.0 0.0
C 0.81857 6.15672 1.50325 -0.1 -0.4 -0.3
C -5.36343 1.19492 -1.10885 -0.1 0.0 -0.1
C 2.60937 -0.92758 -0.84955 0.2 0.3 0.3
C 4.28807 3.43652 -1.16745 0.0 0.0 0.0
H 3.89567 -5.61838 3.34505 0.0 0.0 0.1
C -2.87913 -2.16718 0.86345 0.4 0.3 0.1
C 1.31617 2.91992 -2.05665 0.1 -0.1 0.3
N -1.21933 -3.40608 -2.06185 0.1 0.2 0.1
H -1.94093 0.47482 -2.70235 0.0 0.0 -0.1
H -2.11723 -3.51708 3.86945 0.1 0.0 0.1
C -4.00293 -3.71708 2.87685 0.1 0.0 0.0
H -2.61923 -4.82058 -6.15205 -0.1 0.0 -0.1
H -4.78573 -0.17008 0.43285 -0.1 0.0 0.1
H -3.94693 -0.50008 8.19755 0.0 0.0 0.1
H 0.20207 7.42682 3.14315 0.0 0.0 0.0
C -2.03163 -4.13248 -4.22425 0.1 0.1 0.2
S -0.18283 5.16322 3.81075 0.0 0.0 -0.2
H 3.91147 1.41562 2.93385 -0.1 -0.1 0.1
F -2.67893 5.80412 1.59475 0.0 0.0 -0.3
H -6.30533 1.43192 -0.64015 -0.1 0.0 0.1
```
Forces are in eV/Å.

LUMO (alpha / beta)   -0.2013 / -0.1978 hartree
ΔE to the lowest compared entry with this formula, charge and spin   510.9 kJ/mol
HOMO (alpha / beta)   -9.666 / -9.253 eV
Total charge   +1
Kohn-Sham gap (alpha / beta)   4.1874 / 3.8704 eV
E   -156622.9155 eV

***

[2]
The following is a DFT calculation (ωB97M-V/def2-TZVPD) of a cluster of 2 separate species, C20H18F26NO4S2 in total.

```
71
Properties=species:S:1:pos:R:3:forces:R:3
C 2.95085 1.16742 -4.34821 0.3 0.1 -0.9
H 1.52009 -7.33917 2.57929 0.0 0.0 0.0
H -0.14387 -0.94878 0.10219 -0.2 -0.4 0.1
H 1.18959 -1.92650 -0.49749 0.0 -0.3 0.1
C 1.85934 -0.41751 -2.63646 -0.5 0.6 0.2
F 4.24496 2.48524 -2.63261 0.0 -0.1 0.1
F -3.57782 5.23802 0.02742 -0.2 -1.1 -0.1
H 0.54952 -3.90166 2.61946 -0.1 0.1 0.0
F 2.04071 2.36458 -2.36110 -0.3 -0.1 0.4
H 0.69457 -0.42228 2.18141 0.0 -0.1 0.0
C 2.09638 0.97618 2.66164 0.5 0.6 0.3
H 2.71176 0.01383 -2.12333 0.3 -0.2 0.1
C 0.65297 -5.55993 1.80990 0.1 -0.2 0.2
C -0.07820 -4.89395 0.67987 -0.2 -0.2 -0.5
H 2.04035 -1.46601 -2.82316 0.2 -0.2 -0.2
H 0.01702 -8.63500 -1.35374 0.0 -0.1 0.0
F -3.30995 4.26183 2.51633 0.1 -0.2 -0.1
F 4.06888 0.47981 -4.01848 -0.6 0.3 -0.2
C -1.19777 1.20666 2.35675 0.9 -0.2 -0.1
F 1.42981 1.59219 3.65619 0.1 -0.3 -0.3
C 0.81887 -0.91727 -0.39834 -0.1 0.9 0.0
H -0.31718 1.25823 0.39728 0.2 -0.2 -0.3
H -0.92095 -5.18286 -1.30132 0.0 0.0 0.0
C 0.62503 -0.25109 -1.75842 0.2 0.2 0.1
S -5.65889 3.58903 -0.22091 -0.2 0.3 -0.7
C -3.06190 3.00836 2.09188 0.1 0.4 0.5
F -4.08189 2.22021 2.44722 0.1 -0.2 0.0
F 2.30963 -1.23459 3.41506 -0.2 -0.2 0.0
O 0.91279 -8.82749 0.48594 0.0 -0.1 -0.2
C -0.40405 -5.67596 -0.49032 0.0 0.3 0.1
F 1.62411 -0.62096 -4.96165 0.0 0.1 0.1
F 2.95637 1.36956 -5.68316 0.0 0.0 0.9
F -5.35120 2.11286 0.25179 0.0 -0.3 0.0
C 0.65377 -7.65013 0.60055 0.2 0.1 0.4
O 0.92739 -4.76776 2.84520 0.0 0.1 0.0
C 1.77957 -0.07525 0.46784 0.0 -1.0 -0.9
C 1.70942 0.31348 -3.97106 0.2 -1.0 -0.2
O -0.32681 -7.74717 -1.57282 0.1 -0.1 0.1
F -5.96365 5.05267 -0.71688 0.0 0.0 0.0
F -0.86946 3.49434 2.91690 0.0 0.0 -0.1
H 0.49556 0.81504 -1.59515 -0.2 0.2 0.0
F 2.98823 4.29286 -2.85035 0.1 0.1 0.0
H 2.12918 0.78929 -0.07592 0.0 0.4 0.1
F -3.36212 3.75723 -1.57695 -0.3 0.2 0.8
C -3.79158 3.94397 -0.30333 0.1 0.6 -0.9
H -1.93287 0.58111 1.87074 -0.4 0.0 0.0
F 4.08745 -0.30700 2.51283 -0.1 -0.1 -0.1
H -0.27685 -0.58616 -2.25418 -0.1 -0.3 -0.1
C 3.01832 -0.09289 3.29012 0.3 0.4 0.1
C -0.06317 -6.97442 -0.53906 -0.2 0.1 -0.2
H -0.87906 0.65900 3.23815 0.0 0.1 0.3
C -1.78893 2.51360 2.85859 -0.6 -0.3 0.4
H 0.44457 2.37439 1.48555 0.1 0.2 0.1
F -2.21571 2.29842 4.13215 0.0 0.1 -0.1
S 2.99927 2.88140 -3.53156 0.8 0.1 -0.4
C -2.87080 3.03190 0.56323 0.5 0.5 -0.1
F -7.18863 3.29434 -0.08848 0.0 0.1 0.0
O -0.36156 -3.70760 0.80019 0.2 0.2 0.3
H 3.33808 0.26004 4.26643 0.1 0.0 0.2
F -5.64364 4.08445 1.27002 0.1 0.1 0.4
H 2.64890 -0.67130 0.71266 0.1 0.1 0.5
C 0.99562 -6.85089 1.77022 0.0 -0.2 0.0
C -0.00051 1.39130 1.41983 -0.4 0.2 0.0
N 1.09897 0.39566 1.71816 0.1 0.3 -0.1
F 1.75757 3.30773 -4.38822 -0.2 0.1 -0.1
F 3.98332 3.40796 -4.64566 -0.1 0.0 0.1
F 0.58095 1.04340 -4.04150 0.0 0.1 -0.1
F -5.69760 3.08568 -1.71494 0.1 0.0 0.1
F -1.61900 3.56450 0.38997 -0.2 -0.1 -0.1
F 2.82861 1.89284 2.00724 -0.5 -0.4 0.2
F -2.82270 1.78102 0.05854 -0.1 0.2 0.1
```
Forces are in eV/Å.

LUMO   -0.1404 hartree
HOMO   -12.003 eV
Total charge   +1
Kohn-Sham gap   8.1835 eV
E   -123026.8908 eV

***

Which value of total charge does entry 1 give? +1

***

Among the records above, which one has the lowest E? C62H54F3N4O6P3S3Tl